No. 1
The following is a DFT calculation (ωB97M-V/def2-TZVPD) of a structure of composition C31H32Br2F32O9 in a non-equilibrium geometry.

The geometry in XYZ format:
```
106
Properties=species:S:1:pos:R:3:mulliken_charge:R:1
C 0.993 -0.487 2.502 -1.006
C 1.117 -1.080 1.089 -0.133
C -0.167 -1.743 0.554 -1.132
C -1.142 -0.835 -0.242 2.081
C -0.632 0.536 -0.740 -1.880
Br -1.509 0.985 -2.464 0.029
C -0.916 1.722 0.267 0.076
C 0.146 2.800 -0.033 -1.142
Br -2.657 2.589 0.034 -0.012
O -1.315 -1.616 -1.492 -0.482
C -2.214 -2.567 -1.251 0.351
O -2.339 -3.545 -1.795 -0.483
O -3.018 -2.233 -0.187 -0.565
C -2.597 -0.928 0.177 -0.521
C -3.027 -0.447 1.549 0.116
C -4.431 0.100 1.526 -0.103
O -4.867 0.733 2.377 -0.534
O -5.206 -0.221 0.465 -0.276
H 0.644 -1.237 3.205 0.104
H 0.369 0.402 2.515 0.226
H 1.995 -0.205 2.818 0.512
H 1.546 -0.324 0.434 -0.200
H 1.865 -1.867 1.156 0.615
H -0.643 -2.225 1.407 0.350
H 0.140 -2.553 -0.096 0.378
H 0.420 0.560 -0.979 1.280
H -0.757 1.409 1.290 0.001
H 0.058 3.036 -1.090 0.371
H -0.096 3.670 0.564 0.579
H 1.116 2.382 0.217 0.009
H -3.128 -0.302 -0.544 0.733
H -2.413 0.336 1.965 0.250
H -3.068 -1.288 2.236 0.142
H -5.720 0.552 0.208 0.305
C -7.400 -2.973 0.113 -0.440
C -8.008 -3.086 1.520 0.915
C -8.337 -4.497 2.003 0.079
F -9.256 -5.091 1.213 -0.223
F -8.857 -4.438 3.255 -0.276
F -9.099 -2.292 1.601 -0.293
F -7.091 -2.571 2.388 -0.307
O -8.295 -2.646 -0.941 -0.434
C -8.999 -3.661 -1.551 0.779
C -10.506 -3.503 -1.351 0.205
F -10.819 -3.510 -0.040 -0.213
F -11.156 -4.536 -1.936 -0.264
F -8.560 -4.867 -1.144 -0.288
F -8.739 -3.576 -2.875 -0.300
H -6.715 -2.127 0.153 0.094
H -6.775 -3.830 -0.137 0.417
H -7.437 -5.118 2.036 0.300
H -10.855 -2.566 -1.791 0.241
C -0.744 -2.132 8.195 -0.711
C -1.025 -3.623 8.436 0.882
C -0.090 -4.605 7.732 0.075
F -0.162 -4.476 6.389 -0.181
F -0.453 -5.873 8.038 -0.280
F -2.312 -3.891 8.128 -0.268
F -0.893 -3.838 9.775 -0.332
O -1.531 -1.492 7.205 -0.401
C -1.129 -1.576 5.892 0.794
C -2.153 -2.318 5.036 0.201
F -2.346 -3.570 5.490 -0.230
F -1.701 -2.408 3.757 -0.203
F 0.099 -2.124 5.795 -0.299
F -1.030 -0.310 5.429 -0.320
H -1.015 -1.626 9.120 0.404
H 0.319 -1.932 8.060 0.325
H 0.946 -4.458 8.052 0.278
H -3.112 -1.796 5.038 0.296
C 5.464 3.128 -2.008 -0.817
C 4.172 2.898 -1.208 1.092
C 4.343 2.568 0.273 0.015
F 5.030 1.424 0.457 -0.229
F 3.116 2.397 0.836 -0.255
F 3.429 1.948 -1.819 -0.257
F 3.452 4.054 -1.276 -0.354
O 5.944 2.030 -2.762 -0.401
C 6.740 1.094 -2.138 0.718
C 6.081 -0.285 -2.121 0.181
F 4.898 -0.243 -1.471 -0.161
F 6.876 -1.165 -1.470 -0.280
F 7.089 1.503 -0.902 -0.286
F 7.879 1.007 -2.857 -0.285
H 5.221 3.879 -2.759 0.402
H 6.249 3.580 -1.401 0.335
H 4.853 3.377 0.804 0.275
H 5.910 -0.642 -3.138 0.237
C 7.352 5.940 -7.480 -0.751
C 7.966 5.667 -6.097 0.902
C 8.438 4.237 -5.840 0.104
F 7.416 3.358 -5.915 -0.203
F 8.956 4.151 -4.590 -0.275
F 7.098 6.058 -5.137 -0.247
F 9.059 6.473 -5.984 -0.338
O 5.938 5.925 -7.555 -0.408
C 5.304 4.713 -7.732 0.743
C 4.419 4.366 -6.538 0.190
F 5.159 4.302 -5.409 -0.166
F 3.842 3.158 -6.722 -0.271
F 6.194 3.738 -7.999 -0.265
F 4.518 4.836 -8.823 -0.305
H 7.623 6.966 -7.727 0.415
H 7.807 5.329 -8.259 0.347
H 9.215 3.946 -6.554 0.279
H 3.635 5.114 -6.403 0.256
```

multiplicity: 1
orbital gap: 10.055 eV
HOMO: -0.361 hartree
net charge: 0

=====

No. 2
The following is a DFT calculation (ωB97M-V/def2-TZVPD) of a structure of composition C29H36Cl2NS3Sr.

The geometry in XYZ format:
```
72
Properties=species:S:1:pos:R:3:mulliken_charge:R:1
Sr -1.917 0.264 -0.927 1.019
N 2.301 0.352 -2.783 -0.221
C 2.847 0.443 -1.501 0.374
C 3.875 -0.423 -1.126 -0.326
C 4.389 -0.409 0.160 -0.777
C 3.880 0.475 1.101 -1.074
C 2.880 1.359 0.721 -0.040
C 2.356 1.374 -0.568 0.518
C 1.337 2.386 -0.967 -0.647
C 1.673 3.730 -0.781 -0.263
C 0.793 4.735 -1.157 -0.877
C -0.410 4.385 -1.754 -0.465
C -0.722 3.039 -1.940 -0.550
C 0.109 1.978 -1.536 -0.336
H 2.968 0.256 -3.532 0.242
H 1.557 1.015 -2.965 0.117
H 4.251 -1.138 -1.851 0.477
H 5.174 -1.105 0.429 0.380
H 4.254 0.477 2.117 0.388
H 2.482 2.064 1.443 0.402
H 2.637 3.990 -0.353 0.409
H 1.057 5.776 -1.011 0.377
H -1.100 5.157 -2.080 0.415
H -1.671 2.811 -2.428 0.563
C -2.421 1.819 4.487 -0.482
C -2.083 0.544 3.704 -0.939
S -0.865 0.764 2.363 0.207
C -1.077 2.453 1.733 1.174
C -2.439 2.886 1.153 -0.884
S -3.846 1.752 1.423 0.193
C -5.018 2.889 2.190 -0.654
C -4.598 3.387 3.567 -0.736
S -4.194 2.113 4.793 -0.124
H -2.048 2.713 3.991 -0.012
H -1.946 1.795 5.467 0.475
H -2.975 0.094 3.279 0.439
H -1.613 -0.185 4.365 0.535
H -0.325 2.484 0.939 -1.563
H -0.740 3.179 2.475 0.644
H -2.333 3.081 0.084 0.192
H -2.719 3.845 1.588 0.437
H -5.937 2.306 2.271 0.375
H -5.218 3.734 1.527 0.346
H -5.419 3.960 4.005 0.413
H -3.748 4.070 3.501 0.312
Cl -3.304 0.733 -3.232 -0.778
C -1.727 -2.585 -2.402 -0.948
Cl -3.360 -1.702 0.499 -0.693
H -2.387 -3.337 -1.993 0.214
H -2.132 -1.950 -3.182 0.424
C -0.807 -4.247 -0.255 -2.909
C 0.170 -3.236 -0.849 3.793
C 0.579 -2.258 0.270 -1.320
C -0.487 -2.421 -1.954 -1.064
C 1.433 -3.908 -1.401 -0.810
C 2.408 -3.142 -2.042 0.587
C 3.577 -3.717 -2.515 -0.903
C 3.806 -5.077 -2.358 -0.491
C 2.851 -5.849 -1.719 -0.793
C 1.679 -5.269 -1.245 -0.316
H -1.707 -3.733 0.082 0.309
H -0.358 -4.744 0.608 0.559
H -1.094 -5.013 -0.980 0.618
H -0.319 -1.846 0.742 0.178
H 1.194 -1.441 -0.109 0.138
H 1.151 -2.776 1.043 0.485
H 0.135 -1.641 -2.394 0.474
H 2.260 -2.076 -2.161 0.322
H 4.316 -3.096 -3.008 0.355
H 4.720 -5.527 -2.727 0.382
H 3.012 -6.912 -1.584 0.369
H 0.953 -5.898 -0.751 0.369
```

multiplicity: 1
orbital gap: 7.138 eV
energy relative to the best compared isomer or geometry (same formula, charge and spin): 0.0 kJ/mol
HOMO: -0.184 hartree
net charge: -1

=====

No. 3
The following is a DFT calculation (ωB97M-V/def2-TZVPD) of a cluster of 2 separate species, C4H5N3O in total in a non-equilibrium geometry.

The geometry in XYZ format:
```
13
Properties=species:S:1:pos:R:3:mulliken_charge:R:1
C -1.341 0.774 -0.005 -0.317
C -0.166 0.173 -0.142 0.524
C 1.367 -1.263 -0.024 -0.150
C 1.095 0.858 0.051 0.196
H -3.538 0.304 -0.539 0.286
H -2.151 -0.937 -0.075 0.349
H -1.442 1.795 0.256 0.417
H 1.953 -2.113 0.234 0.398
H 3.044 -0.236 -0.226 0.356
N -2.406 -0.024 0.392 -0.616
N 0.140 -1.193 -0.284 -0.562
N 2.053 -0.110 0.478 -0.372
O 1.389 1.972 -0.116 -0.511
```

multiplicity: 1
orbital gap: 8.537 eV
energy relative to the best compared isomer or geometry (same formula, charge and spin): 467.4 kJ/mol
HOMO: -0.323 hartree
net charge: 0

=====

No. 4
The following is a DFT calculation (ωB97M-V/def2-TZVPD) of a structure of composition C27H36NPt in a non-equilibrium geometry.

The geometry in XYZ format:
```
65
Properties=species:S:1:pos:R:3:lowdin_spin:R:1
C -0.866 0.223 2.104 0.269
C -2.069 0.384 1.232 0.041
C -2.190 1.802 0.964 0.342
C -1.094 2.472 1.530 0.162
C -0.302 1.561 2.246 0.234
Pt -0.262 -0.237 0.084 0.982
C 1.852 -0.055 -2.335 0.032
C 1.968 -0.828 -1.055 0.098
H 2.273 -1.881 -1.145 0.004
C 1.892 -0.215 0.232 0.050
H 2.155 0.853 0.334 0.006
H 2.194 -0.825 1.098 0.010
C 2.930 -0.418 -3.332 0.005
H 2.870 -1.466 -3.631 0.000
H 2.840 0.223 -4.212 0.002
H 3.915 -0.222 -2.895 0.001
C 1.997 1.478 -2.134 0.011
H 1.263 1.925 -1.463 0.006
H 2.997 1.707 -1.752 0.000
H 1.880 1.990 -3.094 0.002
C -3.221 -0.555 1.198 -0.006
H -2.927 -1.562 1.507 0.000
H -4.026 -0.215 1.867 -0.002
H -3.636 -0.617 0.183 -0.001
C -3.375 2.434 0.338 0.055
H -3.854 1.767 -0.391 0.006
H -4.146 2.681 1.085 0.022
H -3.117 3.372 -0.175 0.005
C -0.889 3.947 1.486 0.013
H -1.128 4.348 0.494 0.003
H -1.521 4.477 2.211 0.006
H 0.153 4.202 1.707 0.000
C 0.843 1.904 3.115 0.029
H 1.534 2.604 2.620 0.005
H 0.516 2.389 4.049 0.012
H 1.413 1.011 3.394 0.001
C -0.689 -0.884 3.081 0.060
H 0.362 -0.968 3.379 0.004
H -1.281 -0.699 3.986 0.022
H -1.005 -1.839 2.655 0.005
C -0.515 0.232 -1.901 0.507
C 0.467 -0.333 -2.843 0.120
C -1.432 1.166 -2.349 0.050
C 0.266 0.028 -4.273 0.233
H 0.056 -1.371 -2.596 0.045
C -1.550 1.508 -3.706 0.309
H -2.061 1.697 -1.617 0.003
C -0.738 0.860 -4.650 0.011
H 0.982 -0.324 -5.005 0.014
H -2.261 2.270 -4.038 0.019
H -0.937 1.033 -5.707 -0.005
C -1.178 -6.603 -0.348 0.000
C -0.906 -5.128 -0.329 -0.001
C -1.842 -4.231 -0.842 0.005
C -1.603 -2.862 -0.781 0.015
N -0.494 -2.379 -0.172 0.151
C 0.467 -3.227 0.260 0.015
C 0.272 -4.604 0.205 0.005
H -2.053 -6.848 0.266 0.000
H -1.387 -6.968 -1.361 0.000
H -0.322 -7.158 0.047 0.000
H -2.771 -4.578 -1.292 0.001
H -2.306 -2.129 -1.191 0.004
H 1.395 -2.788 0.641 0.002
H 1.053 -5.262 0.583 0.001
```

multiplicity: 5
orbital gap (spin up / spin down): 6.435 / 5.774 eV
energy relative to the best compared isomer or geometry (same formula, charge and spin): 27.3 kJ/mol
HOMO (spin up / spin down): -0.331 / -0.401 hartree
net charge: +1
<S²>: 6.072

=====

Number 1: energy -10221.3727 hartree. Number 2: energy -3327.2509 hartree. Number 3: energy -394.7895 hartree. Number 4: energy -1224.0807 hartree.